No. 1
A molecular structure, C27H29AsInNO3S5Sb. Source: the OMol25 dataset; level of theory: wB97M-V/def2-TZVPD.

The HOMO energy (spin up / spin down) comes out at -7.755 / -7.773 eV. The calculation puts the gap between HOMO and LUMO (spin up / spin down) at 7.736 / 6.134 eV. The energy relative to the best compared isomer or geometry (same formula, charge and spin) is 0.160 eV. The calculation puts the largest force on an atom at 0.004 Eh/bohr. As for the spin multiplicity: 2. The value obtained for the total energy is -162832.5148 eV.

Element x y z (Å)
H: 3.0740 4.9008 -2.1420
S: 1.3532 -0.5382 1.9234
H: 3.6778 1.9724 2.7901
In: 2.0530 0.0881 -0.5887
H: -6.3059 0.3336 1.8620
H: -1.6422 -0.0103 3.4530
C: -2.6681 0.0689 3.1108
Sb: 3.9469 -2.2943 -2.1566
H: -0.8352 1.0343 1.5233
C: -2.9312 0.6315 1.8669
H: 4.8503 -2.3437 3.4051
C: 2.7869 2.9776 -0.2936
H: 5.1361 1.0567 3.3074
H: -5.6717 -2.6501 -1.8920
H: 1.7304 3.3676 -6.4987
C: 4.2981 1.0981 2.6105
H: 2.3367 0.3590 5.0518
C: -4.7193 -3.3019 1.2866
H: 3.8428 -0.5550 5.3308
H: 5.0378 -1.7600 1.7156
C: -5.2861 0.2631 2.2175
C: -1.7953 1.1000 1.0096
C: 2.9013 -0.5312 4.7836
C: -3.7793 -2.1275 -1.0403
C: -5.0177 -0.2921 3.4617
C: 4.3341 -2.0282 2.4989
H: 4.6515 1.1190 1.5846
As: 3.2484 -0.4848 2.8899
H: -6.5190 -3.6929 0.1854
H: -1.0844 -1.6217 1.0255
H: 1.1504 -0.4675 -3.4031
C: -1.5851 -1.5602 0.0618
C: -4.2488 0.7296 1.4269
C: -5.5260 -3.2628 0.1597
H: 2.5482 4.7518 -4.6013
H: -0.9507 -2.0620 -0.6744
S: 3.9005 -1.4929 -4.4006
C: 2.4884 2.8758 -1.7913
C: 1.2693 0.3701 -4.0769
C: 2.6919 4.0053 -2.6086
S: 1.6417 -2.1970 -1.5231
H: 0.9049 1.2005 -7.3412
H: -4.4637 1.1663 0.4580
C: 2.4031 3.9097 -3.9349
S: 4.5292 -0.3849 -0.8549
C: 1.9118 2.6918 -4.4612
H: -2.8260 -2.7657 2.1376
H: -3.4960 -0.8123 4.8802
C: 0.9811 0.2404 -5.4064
O: 2.4641 1.9472 0.4028
O: 3.2903 4.0049 0.1266
S: -1.6011 0.1565 -0.5328
O: -0.1981 0.4987 -0.9809
C: 1.7419 1.6031 -3.5777
H: 2.3140 -1.4175 5.0126
H: -1.9264 2.1287 0.6690
H: -3.4144 -1.6796 -1.9573
H: 3.6790 -2.8180 2.1369
H: -5.8303 -0.6504 4.0807
H: 0.6369 -0.7135 -5.7844
H: -5.0808 -3.7605 2.1982
C: -2.9698 -2.1517 0.0923
C: -3.4497 -2.7464 1.2529
C: -3.7093 -0.3837 3.9090
C: -5.0516 -2.6769 -1.0052
N: 2.0414 1.7318 -2.2489
C: 1.5959 2.5265 -5.8294
C: 1.1401 1.3258 -6.2924

These are the Mulliken partial charges, in e, on atoms 1 to 5:
1. H 0.56
2. S -0.61
3. H 0.34
4. In 1.33
5. H 0.43



No. 2
A molecular structure, C27H29AsMnN4OS3Te4. Source: the OMol25 dataset; level of theory: wB97M-V/def2-TZVPD.

The HOMO energy (spin up / spin down) comes out at -11.576 / -11.591 eV. The calculation puts the gap between HOMO and LUMO (spin up / spin down) at 5.998 / 5.838 eV. The energy relative to the best compared isomer or geometry (same formula, charge and spin) is 0.418 eV. The calculation puts the largest force on an atom at 0.017 Eh/bohr. As for the spin multiplicity: 4. The value obtained for the total energy is -190305.5772 eV. As for the charge: +2.

Element x y z (Å)
C: -3.5310 3.6849 -0.1770
H: 3.6721 1.9774 2.6399
C: 2.7219 -3.3236 -1.4864
N: 0.2454 3.0584 3.7029
C: -0.5760 3.5074 -1.1335
H: -0.7082 3.1953 3.9994
C: 4.2975 -2.8928 3.6689
As: -2.2911 2.6879 -1.2066
C: -2.3467 -1.8927 -4.7583
N: 1.6368 2.0158 2.2174
S: 2.9316 -0.9674 4.6056
H: 0.9552 -0.7164 2.7356
H: -3.0129 3.6354 -3.3975
C: -3.3579 -2.3099 -6.8100
C: 3.0546 -2.6169 0.9004
C: 2.6245 3.0401 4.2040
H: 4.2440 -1.3087 6.6277
H: -3.4167 4.7490 -0.3778
C: -1.6701 -1.2158 -2.4456
C: -4.2549 -1.4487 -6.2595
C: -0.1902 -2.5918 -3.7013
H: -3.7929 2.0669 -3.0605
H: 1.0589 3.9079 5.4115
H: 0.1701 2.7399 -1.3275
C: 3.3043 -2.0288 3.3116
C: 4.7614 -2.6877 4.9982
O: -2.2621 1.0983 -0.6453
H: 2.5938 2.1392 4.8154
H: -3.4732 -2.7496 -7.7893
H: -2.1002 2.1145 -3.6014
C: 0.3152 -1.8819 -1.4844
H: -0.5058 4.2839 -1.8939
S: -3.7802 -0.9510 -4.7004
Te: -5.0221 -0.3743 -0.5430
Te: -6.7863 -2.1460 0.6029
C: 4.1056 -1.6732 5.6216
N: 0.6987 -1.1831 0.7679
C: -2.8607 2.6271 -3.0151
H: 3.9884 -3.1658 0.9377
H: -1.4485 -3.2317 -6.2015
C: -2.2582 -2.5622 -5.9445
C: 1.3255 3.8039 4.3625
H: -2.5888 -0.6599 -2.3093
C: 2.5922 -1.9634 2.0222
C: 2.8418 2.6719 2.7494
C: 2.3218 -2.6080 -0.2956
H: 3.6513 -3.8788 -1.4721
H: 1.7133 1.4060 1.4211
H: 1.3939 4.8048 3.9329
H: 3.4561 3.6504 4.5523
C: 0.4066 2.2367 2.6711
H: -0.4234 3.9305 -0.1448
H: 4.6788 -3.6745 3.0253
H: -5.1782 -1.0888 -6.6855
C: 1.9460 -3.3181 -2.5876
H: 5.5371 -3.2742 5.4679
H: -3.3233 3.4633 0.8677
H: 0.0863 -3.1355 -4.5969
C: -1.3870 -1.9138 -3.6386
S: -1.0379 1.6039 1.9499
Te: -3.3227 -1.1092 1.4673
H: -4.5407 3.3654 -0.4264
Mn: -1.0172 -0.1220 0.3163
H: 2.2452 -3.8675 -3.4712
C: 0.6928 -2.5994 -2.6065
H: 3.0581 3.5606 2.1538
Te: -4.5440 -3.5788 1.3025
N: -0.8472 -1.1946 -1.4180
C: 1.1396 -1.8804 -0.3097
C: 1.3898 -1.2393 1.8917

These are the Mulliken partial charges, in e, on atoms 1 to 5:
1. C -1.04
2. H 0.42
3. C -1.14
4. N -0.20
5. C -1.08



No. 3
A molecular structure, C27H29BN6O4S3V in a non-equilibrium geometry. Source: the OMol25 dataset; level of theory: wB97M-V/def2-TZVPD.

The HOMO energy (spin up / spin down) comes out at -7.473 / -7.495 eV. The calculation puts the gap between HOMO and LUMO (spin up / spin down) at 7.230 / 7.151 eV. The energy relative to the best compared isomer or geometry (same formula, charge and spin) is 2.139 eV. The calculation puts the largest force on an atom at 0.081 Eh/bohr. As for the spin multiplicity: 2. The value obtained for the total energy is -104471.7691 eV.

Element x y z (Å)
H: -3.4453 0.0377 -1.9685
N: -1.4886 3.4214 -2.1041
C: 0.7186 -4.9165 1.1187
O: -2.4649 -1.7609 0.2472
H: -0.7136 4.0434 -4.0002
H: 1.5952 -3.0607 -1.6794
C: 3.2716 -0.5601 2.3829
C: -1.8558 -0.9807 0.9382
C: 0.6496 -3.5820 1.3606
C: -1.5013 1.9989 -3.8031
C: 0.9646 2.9393 2.7175
C: -1.5680 5.0215 1.2426
H: -0.5321 0.0694 3.0482
C: 6.0303 -0.3751 -0.2195
O: -0.6471 -0.5508 0.6320
H: 5.9399 -0.6706 1.9017
H: -4.4591 -0.7052 1.5218
N: 0.0191 3.6663 1.8996
O: -5.6149 0.8743 3.5300
N: -2.0371 1.3837 -2.6901
H: 0.6223 2.9473 3.7491
N: -0.9595 4.5026 0.1330
S: 1.2150 -5.1941 -0.4978
C: 1.2962 -3.4806 -0.7298
C: 3.1076 0.1187 -2.5970
N: 0.9874 -2.7797 0.3066
C: -5.5816 1.7805 4.6203
H: -1.4037 1.4888 -4.7444
B: -1.3839 4.7821 -1.3470
C: 5.2958 -0.1777 -1.3799
S: 1.0831 2.7506 -0.4303
H: 1.9521 3.3990 2.6595
C: -0.0088 3.6653 0.5423
C: 3.2499 -0.1685 -0.1014
C: -2.1178 1.0134 4.1550
H: 3.8670 -1.1434 3.0835
H: 5.8076 -0.0796 -2.3298
H: 2.4938 -0.7643 -2.7913
H: -2.3911 5.7063 1.1531
C: -2.5813 0.0452 -2.6286
H: 3.0948 0.4240 2.8263
C: 3.9920 -0.4196 1.0701
C: -0.9689 4.5143 2.3436
N: 1.9099 0.0554 -0.0348
H: 7.1097 -0.4332 -0.2636
C: 5.3728 -0.5039 0.9935
H: -2.4640 5.3056 -1.3181
H: -0.5275 5.4302 -1.8830
H: -1.4802 1.4925 4.8856
C: -3.8211 -0.2377 2.2574
H: 2.4325 0.9690 -2.4792
H: 1.0500 1.9123 2.3615
C: -1.1663 3.2524 -3.4299
O: -4.2292 1.9283 5.0430
H: -6.1823 1.3870 5.4451
H: -2.8820 -0.2589 -3.6294
H: 3.7574 0.2911 -3.4528
H: -1.1550 4.6809 3.3891
C: -3.4789 1.1840 4.1777
H: -1.8572 -0.6703 -2.2344
H: 2.3066 -1.0422 2.2224
C: -2.4294 -0.3670 2.1829
H: -5.9746 2.7540 4.3090
S: -2.4797 1.8468 -0.0671
C: -1.6006 0.2270 3.1251
V: 0.3940 0.6035 0.0161
H: 0.5127 -5.7390 1.7823
C: -4.3122 0.5530 3.2595
H: 0.3446 -3.1309 2.2941
C: -2.0049 2.2648 -1.6507
C: 3.9160 -0.0791 -1.3457

These are the Mulliken partial charges, in e, on atoms 1 to 5:
1. H 0.36
2. N 0.27
3. C -0.34
4. O -0.69
5. H 0.49